No. 1
44
Properties=species:S:1:pos:R:3 method="wB97M-V/def2-TZVPD" e_lumo_ev=-3.5 total_charge=+1 energy_ha=-1886.5335 homo_ev=-12.15
N 4.81884 -0.19455 1.79593
C 4.74970 0.46716 0.50397
C 3.35439 0.88854 0.04160
O 3.42507 1.68286 -1.12740
C 2.42327 -0.32471 -0.12537
C 1.19196 -0.08228 -0.99818
N 0.67800 -1.45728 -1.46393
C -0.44100 -2.09547 -0.63496
O -1.67572 -1.92233 -1.23757
C -0.47283 -1.51066 0.78479
O -1.61271 -2.09703 1.36443
N -0.54045 -0.06970 0.77911
C -0.02255 0.62661 -0.39141
P 0.44398 2.41823 0.05853
O -0.86261 2.89839 0.83597
Cl 0.18177 3.12906 -1.85714
H 4.20729 0.22183 2.48721
H 4.61226 -1.18280 1.74436
H 5.19106 -0.19357 -0.24897
H 5.36038 1.37064 0.52880
H 2.92839 1.54413 0.80154
H 3.68265 1.14854 -1.88724
H 3.01760 -1.13426 -0.57342
H 2.12213 -0.67009 0.86464
H 1.47507 0.44212 -1.91129
H 0.34848 -1.36538 -2.42544
H 1.46494 -2.10763 -1.49898
H -0.19019 -3.15591 -0.55745
H -1.64188 -1.80073 -2.19165
H 0.41712 -1.88754 1.30820
H -1.47027 -2.23990 2.30479
H -0.19203 0.31986 1.64745
H -0.79757 0.67393 -1.16368
H -1.73976 2.89927 0.39979
C -5.09448 0.22206 0.92070
C -4.28697 -0.41846 -0.19207
O -3.87968 0.71716 -0.97303
C -3.88905 1.79524 -0.16924
O -3.40352 2.85162 -0.46088
O -4.49516 1.52949 0.99429
H -4.98782 -0.26574 1.88458
H -6.14961 0.33693 0.67385
H -3.39073 -0.90719 0.18054
H -4.85776 -1.10045 -0.81573

No. 2
6
Properties=species:S:1:pos:R:3 method="wB97M-V/def2-TZVPD" e_lumo_ev=-0.5 energy_ha=-873.6419 homo_ev=-8.71 de_lowest_ev=2.607
C 2.54316 0.11989 -0.89869
C -1.31605 -0.42384 0.27812
S 2.64525 1.26013 0.08027
S -0.36049 -0.30584 -0.98873
H -2.49078 -0.71429 0.31095
H -1.02109 0.06395 1.21807

No. 3
16
Properties=species:S:1:pos:R:3 method="wB97M-V/def2-TZVPD" e_lumo_ev=0.7 energy_ha=-682.0434 homo_ev=-9.12 smiles="NCC(CN)=NS" de_lowest_ev=3.335
C 0.71252 -0.96485 0.50913
C -0.50954 -0.10759 0.12747
C -0.35937 1.37366 -0.13651
H 1.12220 -1.34666 -1.30477
H 2.42693 -2.14933 -0.13529
H 1.29370 -0.87299 1.52138
H 0.05418 -1.87856 0.71547
H -0.67564 1.65711 -1.12235
H -0.91415 1.97456 0.56062
H 1.27019 2.74349 -0.13237
H 1.51928 0.97254 -0.32349
H -3.93575 -1.22960 -0.06235
N 1.80171 -1.14118 -0.50489
N 0.99284 1.74988 0.22719
N -1.60544 -0.75136 0.13619
S -3.19366 -0.02912 -0.07543

No. 4
11
Properties=species:S:1:pos:R:3 method="wB97M-V/def2-TZVPD" e_lumo_ev="-1.7 / -1.7" energy_ha=-707.6835 homo_ev="-9.03 / -9.05" de_lowest_ev=3.825
C -2.20455 -1.80312 -0.49943
C -0.47958 0.07162 0.18147
C 0.72274 0.63588 -0.49599
C 1.81894 0.75886 0.28625
C -1.29097 -0.89335 -0.45781
N -2.98607 -2.69825 -0.59900
Cl 3.22939 1.59447 -0.05754
H -0.10869 -0.26175 1.10501
H -1.10722 0.98613 0.58913
H 0.68765 1.09037 -1.48087
H 1.71835 0.51915 1.42879

No. 5
122
Properties=species:S:1:pos:R:3 method="wB97M-V/def2-TZVPD" e_lumo_ev=-3.9 total_charge=+1 energy_ha=-2465.3577 homo_ev=-10.87
O 0.35229 -2.35594 2.43508
C 0.43887 -1.75356 1.39276
C 1.11128 -0.40435 1.36358
C 2.59275 -0.43702 0.91620
C 2.90995 -1.16275 -0.35833
C 2.87762 -2.55724 -0.43797
C 3.17431 -3.18406 -1.62054
N 3.50607 -2.43805 -2.68833
C 3.59092 -1.10369 -2.65214
C 3.29802 -0.43954 -1.48342
N -0.00278 -2.35676 0.19443
C -1.26728 -1.91960 -0.33615
C -1.52311 -0.62359 -0.74959
C -2.79205 -0.27532 -1.20083
C -3.78896 -1.23013 -1.26816
C -3.54039 -2.53486 -0.87177
C -2.28210 -2.86915 -0.40657
H 0.55379 0.33591 0.79752
H 1.11291 -0.07078 2.39719
H 3.19625 -0.83480 1.73128
H 2.90636 0.59601 0.78274
H 2.61280 -3.13541 0.43250
H 3.15113 -4.25441 -1.73715
H 3.71062 -2.90436 -3.56211
H 3.90458 -0.59724 -3.55606
H 3.38727 0.63730 -1.45012
H -0.04485 -3.35406 0.36337
H -0.75828 0.13897 -0.72426
H -3.00022 0.73962 -1.50112
H -4.77251 -0.96107 -1.62336
H -4.30516 -3.29666 -0.90498
H -2.07638 -3.87725 -0.06805
C 4.80441 0.87903 -8.09200
C 4.31730 0.84944 -6.66713
O 5.08883 0.70940 -5.73820
C 2.83878 1.00511 -6.44211
H 5.88474 0.75894 -8.11643
H 4.33676 0.07450 -8.66145
H 4.53480 1.82772 -8.55801
H 2.29371 0.20592 -6.94740
H 2.48240 1.95516 -6.83639
H 2.62582 0.97283 -5.37606
C -4.05122 -7.28571 -1.02157
C -4.66837 -6.23020 -1.90619
O -5.18707 -5.24029 -1.44232
C -4.61366 -6.46875 -3.39449
H -4.15756 -6.99999 0.02240
H -4.54549 -8.24452 -1.18327
H -2.99265 -7.40258 -1.26127
H -5.12825 -7.39795 -3.64313
H -3.57577 -6.55338 -3.72126
H -5.09049 -5.64248 -3.91579
C -2.97147 0.70411 2.42372
C -3.69109 1.96857 2.02006
O -3.65455 2.36926 0.87724
C -4.45145 2.67915 3.10394
H -2.47376 0.27670 1.55619
H -2.22953 0.92194 3.19530
H -3.68048 -0.02421 2.82124
H -3.77150 2.97379 3.90623
H -5.20184 2.00068 3.51863
H -4.93281 3.56482 2.69516
C -8.50476 0.72596 6.08297
C -7.04445 0.88805 5.74704
O -6.62840 0.70552 4.62449
C -6.12560 1.28783 6.87473
H -9.05634 0.43817 5.19159
H -8.62832 -0.04103 6.84897
H -8.90495 1.66451 6.46947
H -6.16256 0.54110 7.66908
H -6.44000 2.24651 7.29018
H -5.10520 1.37019 6.50778
C 5.95406 2.35152 -3.17949
C 4.86381 3.38676 -3.11270
O 3.70193 3.06384 -2.95822
C 5.27749 4.82496 -3.24186
H 5.50663 1.36491 -3.08778
H 6.47378 2.40391 -4.13561
H 6.67474 2.50707 -2.37454
H 5.77501 4.98606 -4.19841
H 5.97887 5.08898 -2.44998
H 4.40372 5.46925 -3.18098
C -1.50503 -4.89868 5.34046
C -2.09445 -5.52182 4.09837
O -2.41491 -6.68493 4.05154
C -2.25838 -4.59667 2.91806
H -1.43414 -5.64202 6.13109
H -0.51020 -4.50972 5.11765
H -2.13460 -4.07289 5.67718
H -1.28807 -4.19490 2.62285
H -2.90676 -3.76104 3.18755
H -2.70311 -5.13705 2.08416
C -1.85846 2.18696 -4.35451
C -0.38929 2.26036 -4.66903
O 0.05620 2.00833 -5.76531
C 0.51407 2.66127 -3.52774
H -2.42812 1.89613 -5.23404
H -2.02826 1.45402 -3.56343
H -2.21532 3.15614 -4.00266
H 0.40875 1.94860 -2.70563
H 0.23583 3.65083 -3.16240
H 1.54952 2.68395 -3.85146
C 5.26914 9.43142 -2.89400
C 6.33226 8.38448 -2.67061
O 6.65503 7.61116 -3.54270
C 6.97533 8.35053 -1.30503
H 4.88726 9.35436 -3.90894
H 4.45026 9.29066 -2.18644
H 5.68702 10.42732 -2.74020
H 6.21870 8.17044 -0.53929
H 7.45478 9.30720 -1.09362
H 7.72181 7.56037 -1.27087
C 0.43958 -1.65371 6.07312
C -0.06930 -1.69577 7.49574
O -1.20125 -1.37206 7.76530
C 0.89937 -2.16480 8.55360
H -0.35557 -1.30591 5.41720
H 1.29201 -0.97655 5.99287
H 0.75338 -2.64870 5.75617
H 1.77347 -1.51195 8.57749
H 1.23384 -3.17961 8.33138
H 0.41302 -2.15098 9.52555

No. 6
79
Properties=species:S:1:pos:R:3 method="wB97M-V/def2-TZVPD" e_lumo_ev="2.5 / 2.5" total_charge=-1 energy_ha=-4378.0856 homo_ev="-5.17 / -5.00" spin_multiplicity=2
Co -0.51047 0.83770 -0.38968
N 2.36501 3.98960 5.78126
C 1.70231 4.06848 4.55411
C 2.36562 3.73610 3.37206
C 1.70007 3.77525 2.16075
C 0.35984 4.14065 2.12170
C -0.31126 4.47561 3.28998
C 0.35880 4.43879 4.50051
S -0.47808 4.18836 0.57442
O 0.51618 4.40475 -0.43722
O -1.56956 5.11379 0.70546
N -1.03668 2.68707 0.34149
C -2.15024 2.21145 0.93574
N -2.80412 2.76846 1.96542
C -3.87006 2.11282 2.39610
C -4.30703 0.90566 1.86688
C -3.53503 0.37823 0.84907
N -2.47392 1.01125 0.37888
H 3.36871 4.04859 5.72989
H 1.98027 4.56212 6.51429
H 3.41116 3.44997 3.40666
H 2.21051 3.53258 1.23812
H -1.35340 4.75771 3.23234
H -0.15972 4.69715 5.41744
H -4.40088 2.57217 3.22551
H -5.18093 0.39361 2.23964
H -3.77314 -0.56882 0.38647
C -2.64456 -2.63899 1.72332
Si -0.97775 -2.86286 0.86933
C 0.31571 -2.50198 2.19295
C -0.87560 -4.70335 0.49761
Si -0.55297 -1.43277 -0.93271
Si 1.39990 -2.36512 -1.84141
C 2.80450 -2.32509 -0.57862
C 1.38182 -4.16367 -2.42262
C 1.90824 -1.40302 -3.38188
Si -2.10314 -1.76258 -2.64452
C -2.16711 -3.49832 -3.36588
C -1.65572 -0.59459 -4.05202
C -3.87760 -1.34069 -2.16983
H -2.74579 -3.37129 2.53030
H -3.48373 -2.77803 1.03456
H -2.73156 -1.64312 2.16246
H 0.04930 -2.95942 3.15131
H 0.41517 -1.42360 2.34753
H 1.29751 -2.87839 1.89516
H -1.10891 -5.27899 1.39910
H 0.12346 -4.98394 0.16766
H -1.57731 -4.99817 -0.28777
H 2.90055 -3.29971 -0.08943
H 2.64054 -1.57621 0.19273
H 3.75579 -2.09306 -1.06664
H 1.17943 -4.86547 -1.61523
H 2.37127 -4.40040 -2.82947
H 0.64794 -4.34343 -3.20834
H 1.57590 -0.36579 -3.33885
H 1.47836 -1.86042 -4.27849
H 2.99697 -1.39701 -3.49131
H -1.20577 -3.77239 -3.80022
H -2.92529 -3.56063 -4.15317
H -2.40664 -4.24245 -2.60100
H -0.75095 -0.92840 -4.56514
H -1.45785 0.40964 -3.66633
H -2.46189 -0.52209 -4.78900
H -4.23296 -1.95473 -1.33640
H -4.54743 -1.50787 -3.01878
H -3.95793 -0.29082 -1.87817
N 6.49773 2.16912 -2.12542
C 5.39755 1.99802 -1.83255
C 4.01916 1.78236 -1.46635
C 3.69972 1.27520 -0.21065
C 2.37428 1.03540 0.11623
C 1.32227 1.28444 -0.77422
C 1.68036 1.83720 -2.01349
C 2.99530 2.08262 -2.36415
H 4.49326 1.05658 0.49439
H 2.15658 0.65264 1.10977
H 0.90374 2.11347 -2.72014
H 3.24220 2.50312 -3.33149

No. 7
128
Properties=species:S:1:pos:R:3 method="wB97M-V/def2-TZVPD" e_lumo_ev=-1.2 energy_ha=-3721.0703 homo_ev=-9.63 smiles="O=[N+]([O-])c1ccccc1.O=[N+]([O-])c1ccccc1.O=[N+]([O-])c1ccccc1.O=[N+]([O-])c1ccccc1.O=[N+]([O-])c1ccccc1.O=[N+]([O-])c1ccccc1.O=[N+]([O-])c1ccccc1.CC#N.CC#N.CC#N.CC#N.CC#N" de_lowest_ev=1.035
C -2.40496 -2.31684 -6.28239
C -2.28670 -2.61944 -7.68613
N -2.22178 -2.78119 -8.81320
H -3.45625 -2.42199 -6.01438
H -1.99268 -1.36382 -5.95089
H -1.86047 -3.18848 -5.91926
C 0.55692 0.55383 -5.89720
C 0.74181 1.59170 -4.90601
N 0.97450 2.43139 -4.07443
H 0.70988 0.93681 -6.90617
H -0.47043 0.19157 -5.85972
H 1.26399 -0.24410 -5.67030
C 2.98557 -1.15315 2.65993
C 4.22582 -1.91387 2.66761
N 5.19176 -2.57171 2.68700
H 2.82112 -0.86350 1.62207
H 2.96081 -0.26826 3.29590
H 2.10487 -1.71074 2.97864
C -1.53539 4.49480 -3.69291
C -0.31212 5.34194 -3.75629
N 0.66895 5.97747 -3.89661
H -1.33456 3.75462 -4.46744
H -2.49995 4.94759 -3.92245
H -1.71935 3.89804 -2.79952
C -4.95601 3.36079 -1.02257
C -4.71931 2.32343 -2.02694
N -4.55263 1.57741 -2.88906
H -5.75939 3.05318 -0.35320
H -5.18996 4.20983 -1.66483
H -4.03443 3.28406 -0.44559
C 1.52782 3.46963 0.76036
C 1.91681 4.10655 -0.38869
C 2.61970 5.32101 -0.12917
C 2.93940 5.73878 1.13091
C 2.62413 4.93573 2.18474
C 1.69170 3.92194 2.05202
N 3.77505 6.95747 1.27649
O 4.10957 7.56751 0.24753
O 4.14981 7.21554 2.36492
H 0.81996 2.69321 0.51034
H 1.72472 3.74386 -1.38766
H 2.81051 5.92593 -1.00327
H 2.89868 5.15633 3.20570
H 1.35657 3.24228 2.82154
C 0.40808 8.42593 2.25068
C -0.21349 7.53928 3.10611
C -0.95951 6.37125 2.74925
C -0.96666 6.02237 1.40446
C -0.24806 6.86864 0.55033
C 0.44802 8.00206 0.91065
N -1.63320 4.81395 0.87088
O -2.64519 4.43706 1.49522
O -1.36239 4.23911 -0.14499
H 0.95666 9.29435 2.58432
H -0.15685 7.67532 4.17601
H -1.41399 5.67453 3.43804
H -0.08777 6.56386 -0.47330
H 0.94291 8.57108 0.13753
C -2.16882 -4.03940 2.96781
C -2.65543 -3.20128 3.93405
C -3.36530 -2.07413 3.55325
C -3.53288 -1.70074 2.21237
C -3.01898 -2.50690 1.22519
C -2.34161 -3.70699 1.59034
N -4.19473 -0.44828 1.73555
O -4.31271 -0.20075 0.51734
O -4.44832 0.37314 2.61435
H -1.75024 -4.96111 3.34415
H -2.64630 -3.43978 4.98735
H -3.76677 -1.41672 4.31023
H -3.05676 -2.28925 0.16803
H -1.91602 -4.45804 0.94134
C -1.18934 -0.75894 -2.47515
C -0.70343 -1.66064 -1.58982
C -0.52282 -1.15349 -0.31171
C -1.05714 0.01968 0.23858
C -1.71135 0.80138 -0.75231
C -1.67132 0.54804 -2.16642
N -0.90030 0.53286 1.63864
O -1.37627 1.65095 1.91626
O -0.26050 -0.14877 2.42007
H -1.29018 -1.04118 -3.51272
H -0.27510 -2.61506 -1.85820
H -0.05573 -1.82900 0.38965
H -2.21465 1.72142 -0.49422
H -2.12683 1.13863 -2.94752
C -2.91622 -2.51547 8.85778
C -3.30120 -1.33428 8.20726
C -2.47177 -0.94965 7.18646
C -1.26053 -1.50789 6.83865
C -0.76743 -2.52342 7.65279
C -1.68578 -3.15149 8.62384
N -0.44363 -0.75855 5.92493
O -0.93732 0.12695 5.18705
O 0.77856 -0.84802 5.96791
H -3.51666 -2.88079 9.67780
H -4.20483 -0.76881 8.38077
H -2.70826 0.01280 6.75731
H 0.17388 -3.04630 7.56964
H -1.45807 -4.08601 9.11499
C 1.91934 -2.63916 -4.17424
C 3.26947 -2.43701 -4.44842
C 4.10318 -3.34298 -5.15474
C 3.50843 -4.57890 -5.61048
C 2.14078 -4.84637 -5.28371
C 1.34578 -3.88380 -4.60007
N 4.34128 -5.57619 -6.42191
O 3.76962 -6.38046 -7.09054
O 5.55860 -5.48563 -6.33201
H 1.50962 -1.92517 -3.47513
H 3.81610 -1.61894 -4.00305
H 5.15870 -3.11959 -5.10609
H 1.68861 -5.78731 -5.56041
H 0.28014 -4.04584 -4.53255
C 2.17522 -4.35998 1.02394
C 1.89629 -5.78970 0.91011
C 2.36942 -6.51508 -0.17935
C 2.99163 -5.87778 -1.22767
C 3.09958 -4.48203 -1.19906
C 2.64963 -3.73686 -0.07848
N 3.73611 -6.75835 -2.20413
O 3.94720 -6.41905 -3.36057
O 4.09172 -7.80124 -1.74663
H 1.91445 -3.92392 1.97697
H 1.44862 -6.29991 1.75015
H 2.21703 -7.58399 -0.15487
H 3.58730 -4.01731 -2.04319
H 2.78248 -2.67805 0.08786

No. 8
32
Properties=species:S:1:pos:R:3 method="wB97M-V/def2-TZVPD" e_lumo_ev="2.8 / 2.8" total_charge=-1 energy_ha=-3376.2890 homo_ev="-3.82 / -3.84" de_lowest_ev=0.000 spin_multiplicity=4
Nd 0.88498 -2.29861 -1.52738
Cl -0.84011 -2.41676 -3.33210
C 0.65341 -4.20950 -0.14231
C 3.03847 -2.17894 -2.53756
H 1.52306 -4.88355 -0.18499
H 0.37720 -3.99979 0.90446
H -0.18936 -4.68132 -0.68536
H 3.69160 -3.04011 -2.33666
H 3.59443 -1.24479 -2.36565
H 2.71911 -2.24382 -3.59720
Ga 0.34017 0.47230 0.78305
C 0.17180 2.10904 -0.32506
C 1.99464 -0.31496 1.22842
H 1.09072 2.70130 -0.24227
H 0.02775 1.86927 -1.38407
H -0.67910 2.72071 -0.00254
H 2.90085 -0.11662 0.62310
H 2.03365 -1.21746 1.86600
C -1.46565 -0.22916 1.44662
C -2.33933 0.92678 1.86543
C -3.65536 1.04596 1.38118
C -4.42387 2.17369 1.64960
C -3.87738 3.20070 2.44459
C -2.59988 3.07368 2.99274
C -1.84108 1.92863 2.72253
H -1.90087 -0.82081 0.63214
H -1.14973 -0.83716 2.30149
H -4.05693 0.22890 0.75751
H -5.41911 2.26444 1.23235
H -4.47146 4.10410 2.62098
H -2.18327 3.86970 3.61870
H -0.84150 1.81004 3.16407